[1]
Computed, not measured: 2 unconnected molecules or ions with the total composition C3H3NO2 at a distorted geometry, with the ωB97M-V functional and the def2-TZVPD basis.

HOMO level ... -9.3 eV
Energy above the lowest of the compared OMol25 structures with the same formula, charge and spin ... 4.817 eV
Net charge ... 0
Gap between HOMO and LUMO ... 9.4 eV

XYZ file:
```
9
C3H3NO2 the ωB97M-V functional and the def2-TZVPD basis
O -0.521 -0.065 1.525
C -0.873 -0.639 0.403
C -2.015 -1.306 -0.051
O -0.306 -0.606 -0.705
C 1.782 1.502 -0.834
N 1.546 1.530 0.293
H 0.257 0.511 1.355
H -1.863 -2.391 -0.102
H 1.992 1.462 -1.884
```

[2]
Computed, not measured: C3H3NO2S in the gas phase at a distorted geometry, with the ωB97M-V functional and the def2-TZVPD basis.

SMILES string ... C=NSC(=O)C=O
HOMO level ... -9.5 eV
Energy above the lowest of the compared OMol25 structures with the same formula, charge and spin ... 3.484 eV
Net charge ... 0
Gap between HOMO and LUMO ... 8.9 eV

XYZ file:
```
10
C3H3NO2S the ωB97M-V functional and the def2-TZVPD basis
C 2.548 0.869 0.051
N 2.160 -0.369 0.198
S 0.593 -1.055 -0.090
C -0.610 0.269 -0.191
O -0.456 1.419 -0.146
C -2.030 -0.379 -0.035
O -2.974 0.274 0.247
H 1.894 1.747 -0.236
H 3.660 1.071 0.496
H -2.163 -1.452 0.031
```

[3]
Computed, not measured: C3H3NO2S in the gas phase at a distorted geometry, with the ωB97M-V functional and the def2-TZVPD basis.

Spin multiplicity ... 3
HOMO level (alpha / beta) ... -6.7 / -10.9 eV
Energy above the lowest of the compared OMol25 structures with the same formula, charge and spin ... 2.761 eV
Net charge ... 0
Gap between HOMO and LUMO (alpha / beta) ... 7.1 / 8.3 eV

XYZ file:
```
10
C3H3NO2S the ωB97M-V functional and the def2-TZVPD basis
C 1.114 -0.129 1.724
C 0.220 0.543 0.661
C 0.047 -1.012 -1.105
N 1.708 -0.824 2.446
O -1.333 -2.356 0.710
O 0.492 0.202 -0.727
S -0.752 -2.345 -0.636
H -0.787 0.341 0.946
H 0.662 1.639 0.840
H 0.503 -1.225 -2.063
```

[4]
Computed, not measured: C3H3NO3 in the gas phase at a distorted geometry, with the ωB97M-V functional and the def2-TZVPD basis.

SMILES string ... O=CNC(=O)C=O
HOMO level ... -10.4 eV
Energy above the lowest of the compared OMol25 structures with the same formula, charge and spin ... 2.210 eV
Net charge ... 0
Gap between HOMO and LUMO ... 9.8 eV

XYZ file:
```
10
C3H3NO3 the ωB97M-V functional and the def2-TZVPD basis
O -2.436 -1.127 0.217
C -1.464 -0.943 -0.440
N -0.024 -0.910 0.121
C 0.163 0.415 0.085
O -0.821 1.067 -0.256
C 1.467 1.119 0.415
O 1.525 2.312 0.294
H -1.424 -0.841 -1.532
H 0.689 -1.608 0.331
H 2.325 0.515 0.766
```

[5]
Computed, not measured: C3H3NO3 in the gas phase, with the ωB97M-V functional and the def2-TZVPD basis.

SMILES string ... [H]/N=C(/C=O)OC=O
HOMO level ... -10.5 eV
Energy above the lowest of the compared OMol25 structures with the same formula, charge and spin ... 1.739 eV
Net charge ... 0
Gap between HOMO and LUMO ... 10.5 eV

XYZ file:
```
10
C3H3NO3 the ωB97M-V functional and the def2-TZVPD basis
H -0.470 1.079 -2.207
N -1.114 0.722 -1.499
C -0.496 0.295 -0.492
C -1.268 -0.225 0.709
O -2.271 -0.872 0.564
O 0.899 0.393 -0.409
C 1.590 -0.463 0.386
O 1.114 -1.286 1.123
H -0.891 0.086 1.699
H 2.665 -0.280 0.245
```

[6]
Computed, not measured: 2 unconnected molecules or ions with the total composition C3H3NO3 at a distorted geometry, with the ωB97M-V functional and the def2-TZVPD basis.

HOMO level (alpha / beta) ... -10.3 / -10.3 eV
Energy above the lowest of the compared OMol25 structures with the same formula, charge and spin ... 8.834 eV
Net charge ... 0
Gap between HOMO and LUMO (alpha / beta) ... 8.8 / 8.8 eV

XYZ file:
```
10
C3H3NO3 the ωB97M-V functional and the def2-TZVPD basis
C 0.975 -1.459 0.886
C 0.509 -0.469 0.375
C -0.065 0.609 -0.244
N -3.017 -0.040 -0.186
O -3.877 -0.121 0.631
O -3.119 -0.204 -1.376
O -1.888 0.428 0.411
H 1.242 -2.349 1.309
H -0.310 0.348 -1.225
H 0.047 1.607 -0.153
```

[7]
Computed, not measured: C3H3NO3 in the gas phase at a distorted geometry, with the ωB97M-V functional and the def2-TZVPD basis.

SMILES string ... [H]/N=C(/C=O)OC=O
HOMO level ... -10.2 eV
Energy above the lowest of the compared OMol25 structures with the same formula, charge and spin ... 2.480 eV
Net charge ... 0
Gap between HOMO and LUMO ... 10.4 eV

XYZ file:
```
10
C3H3NO3 the ωB97M-V functional and the def2-TZVPD basis
H 0.334 1.694 -0.890
N -0.560 1.346 -0.566
C -0.478 0.223 -0.025
C -1.737 -0.440 0.457
O -2.056 -1.106 -0.498
O 0.540 -0.741 -0.116
C 1.808 -0.310 0.058
O 2.133 0.835 0.199
H -2.468 -0.327 1.303
H 2.483 -1.175 0.078
```

[8]
Computed, not measured: a molecular structure, C3H3NO3 at a distorted geometry, with the ωB97M-V functional and the def2-TZVPD basis.

HOMO level ... -11.2 eV
Energy above the lowest of the compared OMol25 structures with the same formula, charge and spin ... 2.335 eV
Net charge ... 0
Gap between HOMO and LUMO ... 11.8 eV

XYZ file:
```
10
C3H3NO3 the ωB97M-V functional and the def2-TZVPD basis
N -1.106 1.298 -1.192
C -0.396 0.579 -0.460
O 0.975 0.702 -0.187
C 1.237 -0.277 0.733
O 2.281 -0.801 0.933
C -0.705 -0.689 0.266
O -0.040 -0.494 1.504
H -0.607 2.077 -1.615
H 0.097 -1.347 -0.230
H -1.736 -1.049 0.248
```

[9]
Computed, not measured: C3H3NO3 in the gas phase at a distorted geometry, with the ωB97M-V functional and the def2-TZVPD basis.

Spin multiplicity ... 3
HOMO level (alpha / beta) ... -8.5 / -9.9 eV
Energy above the lowest of the compared OMol25 structures with the same formula, charge and spin ... 0.523 eV
Net charge ... 0
Gap between HOMO and LUMO (alpha / beta) ... 9.2 / 6.2 eV

XYZ file:
```
10
C3H3NO3 the ωB97M-V functional and the def2-TZVPD basis
C -0.484 -1.785 0.561
C -1.008 -0.460 0.612
C 1.153 1.670 -0.801
N 0.864 0.558 -0.211
O 0.367 2.491 -1.237
O -1.101 -2.783 0.809
O -0.432 0.572 0.219
H 0.389 -1.824 0.043
H -1.972 -0.193 1.178
H 2.224 1.755 -1.173
```

[10]
Computed, not measured: 2 unconnected molecules or ions with the total composition C3H3NO3 at a distorted geometry, with the ωB97M-V functional and the def2-TZVPD basis.

Spin multiplicity ... 3
HOMO level (alpha / beta) ... -7.7 / -10.3 eV
Energy above the lowest of the compared OMol25 structures with the same formula, charge and spin ... 0.930 eV
Net charge ... 0
Gap between HOMO and LUMO (alpha / beta) ... 6.6 / 8.2 eV

XYZ file:
```
10
C3H3NO3 the ωB97M-V functional and the def2-TZVPD basis
C 1.766 0.089 -1.553
C 0.451 0.383 -1.375
C -0.685 -0.174 0.903
N 2.421 0.949 -2.388
O -0.278 1.265 -1.579
O -0.231 0.595 1.684
O 1.947 1.861 -3.011
H 2.279 -0.752 -1.076
H -1.529 0.163 0.170
H -0.068 -1.121 0.508
```

[11]
Computed, not measured: C3H3NO3S in the gas phase at a distorted geometry, with the ωB97M-V functional and the def2-TZVPD basis.

Spin multiplicity ... 3
HOMO level (alpha / beta) ... -9.5 / -10.4 eV
Energy above the lowest of the compared OMol25 structures with the same formula, charge and spin ... 0.723 eV
Net charge ... 0
Gap between HOMO and LUMO (alpha / beta) ... 10.0 / 7.1 eV

XYZ file:
```
11
C3H3NO3S the ωB97M-V functional and the def2-TZVPD basis
C 0.661 1.193 -0.512
C -0.755 0.961 -0.220
C 0.938 -0.813 0.377
N 1.463 0.250 -0.220
O -1.850 2.056 -0.254
O -1.249 -1.373 -0.943
O -1.637 -1.007 1.512
S -0.934 -0.693 0.311
H 0.946 2.053 -1.169
H 1.096 -1.607 -0.265
H 1.320 -1.019 1.384
```

[12]
Computed, not measured: C3H3NO4 in the gas phase at a distorted geometry, with the ωB97M-V functional and the def2-TZVPD basis.

SMILES string ... O=C1OCOC=NO1
HOMO level ... -10.8 eV
Energy above the lowest of the compared OMol25 structures with the same formula, charge and spin ... 8.717 eV
Net charge ... 0
Gap between HOMO and LUMO ... 10.2 eV

XYZ file:
```
11
C3H3NO4 the ωB97M-V functional and the def2-TZVPD basis
O -2.659 -0.055 -0.461
C -1.304 -0.221 0.156
O -0.591 0.751 0.896
C 0.271 1.425 -0.279
O 1.475 0.988 -0.126
C 2.008 -0.375 -0.155
N 1.187 -1.411 0.026
O -0.377 -1.467 0.067
H 0.279 2.528 -0.044
H -0.405 1.185 -1.150
H 3.184 -0.547 -0.322
```

no.,electronic energy (eV)
1,-8740.314
2,-19577.293
3,-19573.889
4,-10790.491
5,-10790.961
6,-10783.867
7,-10790.220
8,-10790.366
9,-10785.798
10,-10785.391
11,-21620.900
12,-12831.606